[1]
Entry from the OMol25 dataset: a molecular structure, C41H44AuN10P2 (ωB97M-V with the def2-TZVPD basis set).

Structure (ORCA input):
```
! wB97M-V def2-TZVPD RIJCOSX def2/J DEFGRID3
* xyz 1 1
Au -0.49 -0.18 -0.82
C 2.63 -0.51 2.58
N 1.47 -0.64 1.68
P 1.09 0.60 0.63
C 0.88 2.21 1.42
C -0.20 2.99 1.01
C -0.38 4.27 1.53
C 0.52 4.77 2.46
C 1.60 3.99 2.87
C 1.79 2.72 2.35
C 2.58 0.84 -0.39
C 2.91 2.10 -0.88
C 3.97 2.26 -1.75
C 4.73 1.17 -2.13
C 4.42 -0.09 -1.64
C 3.35 -0.26 -0.78
P 0.33 -1.97 1.79
C 1.10 -3.29 0.78
C 2.47 -3.54 0.68
C 2.95 -4.56 -0.12
C 2.06 -5.39 -0.80
C 0.70 -5.17 -0.70
C 0.22 -4.12 0.08
C 0.70 -2.56 3.48
C 1.23 -3.81 3.76
C 1.44 -4.21 5.08
C 1.11 -3.35 6.12
C 0.57 -2.10 5.84
C 0.36 -1.71 4.53
H 3.39 0.11 2.11
H 3.07 -1.49 2.78
H 2.35 -0.08 3.54
H -0.91 2.59 0.30
H -1.21 4.87 1.20
H 0.38 5.76 2.87
H 2.30 4.38 3.60
H 2.65 2.15 2.65
H 2.33 2.97 -0.58
H 4.22 3.25 -2.12
H 5.57 1.29 -2.81
H 5.01 -0.95 -1.94
H 3.09 -1.24 -0.41
H 3.17 -2.93 1.24
H 4.02 -4.74 -0.19
H 2.44 -6.20 -1.41
H 0.00 -5.82 -1.21
H -0.84 -3.94 0.15
H 1.49 -4.49 2.96
H 1.85 -5.18 5.28
H 1.28 -3.66 7.14
H 0.32 -1.43 6.66
H -0.07 -0.74 4.33
C -1.58 3.83 5.41
C -3.08 3.85 5.10
C -3.38 4.78 3.93
C -3.63 2.45 4.86
N -3.09 1.81 3.66
C -3.54 1.79 2.40
N -2.68 1.16 1.65
N -1.68 0.78 2.48
N -1.92 1.17 3.68
H -1.25 4.83 5.69
H -1.00 3.51 4.55
H -1.36 3.16 6.24
H -3.61 4.22 5.98
H -2.85 4.47 3.03
H -3.06 5.80 4.16
H -4.45 4.82 3.70
H -4.72 2.47 4.74
H -3.39 1.79 5.69
H -4.47 2.24 2.09
C 0.31 -2.18 -3.45
C -1.09 -1.69 -3.37
N -1.59 -0.92 -2.42
C -2.92 -0.68 -2.74
C -3.21 -1.32 -3.89
N -2.05 -1.96 -4.28
C -1.89 -2.69 -5.52
N -2.06 -1.83 -6.66
N -2.84 -2.26 -7.69
N -2.75 -1.45 -8.66
C -1.89 -0.43 -8.30
C -1.49 0.70 -9.02
C -0.62 1.56 -8.39
C -0.16 1.32 -7.08
C -0.55 0.21 -6.36
C -1.43 -0.67 -7.01
H 0.81 -2.00 -2.50
H 0.87 -1.67 -4.23
H 0.35 -3.25 -3.64
H -3.55 -0.08 -2.11
H -4.12 -1.38 -4.47
H -2.66 -3.45 -5.61
H -0.91 -3.17 -5.52
H -1.86 0.88 -10.02
H -0.28 2.45 -8.91
H 0.52 2.03 -6.62
H -0.20 0.05 -5.35
*
```

The energy relative to the best compared isomer or geometry (same formula, charge and spin) comes out at 0.0000 eV. The calculation puts the largest force on an atom at 0.49 eV/A.


[2]
Entry from the OMol25 dataset: a molecular structure, C41H45AlAs2N2O5STe (ωB97M-V with the def2-TZVPD basis set).

Structure (ORCA input):
```
! wB97M-V def2-TZVPD RIJCOSX def2/J DEFGRID3
* xyz 0 1
Al 0.21 -0.07 1.45
C 3.65 -2.58 1.31
As 3.03 -1.07 2.39
C 3.86 -1.59 4.08
C 4.32 0.28 1.79
C 5.69 0.04 1.90
C 6.62 0.97 1.46
C 6.19 2.17 0.91
C 4.84 2.42 0.81
C 3.89 1.49 1.24
As 2.00 1.89 1.06
C 1.96 2.64 -0.74
C 1.86 3.53 2.10
H 4.74 -2.54 1.20
H 3.19 -2.54 0.33
H 3.37 -3.51 1.80
H 4.85 -2.02 3.92
H 3.23 -2.34 4.56
H 3.94 -0.72 4.73
H 6.04 -0.89 2.34
H 7.68 0.75 1.55
H 6.91 2.90 0.57
H 4.51 3.36 0.38
H 2.56 3.54 -0.79
H 0.93 2.87 -1.00
H 2.35 1.90 -1.44
H 2.70 4.18 1.86
H 1.86 3.31 3.16
H 0.92 4.03 1.84
O -0.47 -1.43 2.63
C -0.13 -0.78 3.67
N 0.37 0.43 3.48
S 1.06 1.00 4.87
O 2.49 1.01 4.70
O 0.43 2.20 5.31
C 0.53 -0.37 5.87
C 0.67 -0.59 7.22
C 0.12 -1.76 7.74
C -0.55 -2.67 6.92
C -0.69 -2.43 5.56
C -0.14 -1.27 5.05
H 1.20 0.11 7.85
H 0.21 -1.96 8.80
H -0.97 -3.57 7.35
H -1.21 -3.12 4.90
C 0.03 2.14 -6.84
C 0.33 0.67 -6.65
C 0.70 -0.10 -7.75
C 1.00 -1.45 -7.61
C 0.92 -2.04 -6.36
C 0.55 -1.29 -5.26
N 0.51 -1.94 -3.98
C -0.63 -1.91 -3.20
C -1.88 -2.01 -3.81
C -3.04 -2.03 -3.06
C -2.99 -1.96 -1.67
C -1.76 -1.84 -1.06
C -0.57 -1.81 -1.79
C 0.72 -1.54 -1.12
O 1.80 -1.77 -1.64
O 0.67 -0.99 0.08
C 0.28 0.08 -5.38
C -0.03 0.89 -4.15
H 0.06 2.39 -7.90
H 0.77 2.76 -6.33
H -0.95 2.40 -6.45
H 0.75 0.36 -8.72
H 1.30 -2.03 -8.47
H 1.13 -3.09 -6.22
H 1.37 -1.92 -3.45
H -1.92 -2.07 -4.89
H -4.00 -2.10 -3.56
H -3.90 -1.99 -1.08
H -1.71 -1.78 0.02
H -1.03 0.69 -3.76
H 0.05 1.96 -4.34
H 0.68 0.65 -3.35
C -7.53 0.00 -0.51
C -6.11 0.35 -0.18
C -5.54 -0.01 1.04
C -4.23 0.35 1.37
C -3.69 -0.05 2.72
C -3.48 1.09 0.46
Te -1.53 1.80 0.96
C -4.02 1.44 -0.79
C -3.23 2.19 -1.82
C -5.33 1.07 -1.08
H -7.91 -0.77 0.17
H -7.62 -0.37 -1.53
H -8.18 0.87 -0.41
H -6.13 -0.57 1.75
H -4.42 -0.66 3.26
H -3.45 0.83 3.32
H -2.78 -0.63 2.61
H -2.29 1.69 -2.02
H -2.99 3.20 -1.48
H -3.80 2.27 -2.75
H -5.75 1.35 -2.04
*
```

The energy relative to the best compared isomer or geometry (same formula, charge and spin) comes out at 0.1342 eV. The calculation puts the largest force on an atom at 0.59 eV/A.


[3]
Entry from the OMol25 dataset: a molecular structure, C41H45AlAs2N2O5STe (ωB97M-V with the def2-TZVPD basis set).

Structure (ORCA input):
```
! wB97M-V def2-TZVPD RIJCOSX def2/J DEFGRID3
* xyz 0 1
Al 1.43 -0.83 -0.35
C 0.00 1.58 4.02
As 1.08 0.28 3.02
C 2.73 0.45 4.07
C 0.36 -1.35 3.85
C 0.44 -1.54 5.22
C -0.05 -2.69 5.82
C -0.64 -3.67 5.04
C -0.74 -3.49 3.67
C -0.24 -2.33 3.07
As -0.50 -2.11 1.14
C -2.38 -1.63 1.17
C -0.58 -3.98 0.56
H 0.04 1.40 5.10
H -1.03 1.51 3.68
H 0.37 2.58 3.81
H 2.56 0.41 5.14
H 3.19 1.41 3.83
H 3.42 -0.34 3.78
H 0.90 -0.78 5.85
H 0.02 -2.82 6.90
H -1.03 -4.57 5.49
H -1.21 -4.26 3.07
H -2.91 -2.32 1.82
H -2.77 -1.69 0.16
H -2.47 -0.61 1.54
H -1.54 -4.42 0.81
H 0.23 -4.54 1.05
H -0.43 -4.00 -0.51
O -1.57 -1.93 -1.86
C -0.55 -1.66 -2.43
N 0.72 -1.88 -1.91
S 1.88 -1.36 -2.91
O 2.77 -2.32 -3.47
O 2.51 -0.34 -2.03
C 0.83 -0.68 -4.13
C 1.15 -0.03 -5.31
C 0.08 0.36 -6.12
C -1.23 0.09 -5.74
C -1.52 -0.58 -4.56
C -0.47 -0.96 -3.76
H 2.17 0.16 -5.60
H 0.28 0.88 -7.04
H -2.04 0.42 -6.39
H -2.54 -0.79 -4.26
C -7.57 0.55 -2.53
C -6.80 1.47 -1.63
C -7.48 2.41 -0.87
C -6.80 3.25 -0.01
C -5.42 3.18 0.07
C -4.72 2.25 -0.69
N -3.32 2.20 -0.56
C -2.44 2.37 -1.59
C -2.86 2.95 -2.80
C -1.96 3.17 -3.82
C -0.62 2.82 -3.69
C -0.20 2.22 -2.52
C -1.08 1.99 -1.46
C -0.59 1.29 -0.25
O -1.18 1.31 0.82
O 0.54 0.64 -0.42
C -5.41 1.36 -1.52
C -4.68 0.28 -2.28
H -8.58 0.93 -2.70
H -7.67 -0.45 -2.09
H -7.09 0.42 -3.50
H -8.55 2.48 -0.95
H -7.34 3.98 0.58
H -4.86 3.85 0.71
H -2.91 1.91 0.32
H -3.89 3.24 -2.90
H -2.31 3.63 -4.73
H 0.08 3.01 -4.49
H 0.83 1.92 -2.40
H -4.56 0.55 -3.33
H -5.22 -0.66 -2.23
H -3.68 0.11 -1.87
C 8.57 1.19 1.94
C 7.29 0.44 1.71
C 7.22 -0.93 1.88
C 6.05 -1.65 1.64
C 6.06 -3.13 1.85
C 4.90 -0.96 1.23
Te 3.16 -2.16 0.97
C 4.94 0.43 1.07
C 3.76 1.26 0.65
C 6.14 1.10 1.31
H 9.21 0.67 2.65
H 8.38 2.19 2.32
H 9.13 1.29 1.01
H 8.10 -1.47 2.20
H 7.07 -3.48 2.07
H 5.70 -3.67 0.97
H 5.41 -3.42 2.69
H 2.85 0.96 1.19
H 3.59 1.18 -0.42
H 3.93 2.31 0.89
H 6.16 2.18 1.19
*
```

The energy relative to the best compared isomer or geometry (same formula, charge and spin) comes out at 0.0000 eV. The calculation puts the largest force on an atom at 0.58 eV/A.